[1]
{"formula": "C33H68Br2N2O10S7", "method": "wB97M-V/def2-TZVPD", "lumo_ev": 0.44, "total_charge": 0, "homo_ev": -8.4, "largest_force_ha_per_bohr": 0.0251, "energy_ev": -274705.077, "orbital_gap_ha": 0.3265, "symbols": ["C", "C", "C", "C", "C", "C", "C", "C", "C", "C", "C", "C", "C", "C", "C", "O", "S", "O", "O", "O", "C", "C", "C", "S", "C", "N", "N", "C", "O", "C", "Br", "C", "C", "Br", "H", "H", "H", "H", "H", "H", "H", "H", "H", "H", "H", "H", "H", "H", "H", "H", "H", "H", "H", "H", "H", "H", "H", "H", "H", "H", "H", "H", "H", "H", "H", "H", "H", "H", "H", "H", "H", "H", "C", "S", "O", "C", "H", "H", "H", "H", "H", "H", "C", "S", "O", "C", "H", "H", "H", "H", "H", "H", "C", "S", "O", "C", "H", "H", "H", "H", "H", "H", "C", "S", "O", "C", "H", "H", "H", "H", "H", "H", "C", "S", "O", "C", "H", "H", "H", "H", "H", "H"], "positions_angstrom": [[-0.536, -2.215, 0.093], [-1.372, -1.513, 1.163], [-2.269, -0.396, 0.584], [-3.770, -0.713, 0.602], [-4.652, 0.550, 0.641], [-5.270, 0.793, 2.019], [-6.000, 2.136, 2.130], [-5.166, 3.238, 2.808], [-5.963, 4.183, 3.715], [-5.047, 4.960, 4.672], [-4.672, 6.341, 4.134], [-3.389, 6.909, 4.751], [-2.160, 6.157, 4.261], [-0.827, 6.701, 4.820], [0.003, 5.784, 5.701], [-0.760, 5.286, 6.813], [-0.966, 3.716, 6.805], [-2.192, 3.370, 6.176], [-0.683, 3.216, 8.100], [0.193, 3.393, 5.768], [0.756, 4.547, 5.106], [0.379, 4.284, 3.632], [1.029, 2.996, 3.098], [1.535, 3.292, 1.372], [1.899, 1.660, 0.935], [2.312, 0.683, 1.649], [2.448, -0.398, 0.778], [2.119, 0.030, -0.364], [1.744, 1.326, -0.365], [2.270, 4.725, 5.273], [3.135, 5.481, 3.765], [3.069, 4.499, 6.321], [4.554, 4.733, 6.350], [2.393, 3.840, 7.944], [0.073, -3.006, 0.528], [0.148, -1.523, -0.397], [-1.175, -2.651, -0.676], [-2.010, -2.262, 1.640], [-0.702, -1.112, 1.924], [-2.082, 0.526, 1.141], [-1.947, -0.227, -0.446], [-3.997, -1.323, 1.479], [-4.005, -1.298, -0.289], [-5.465, 0.453, -0.082], [-4.052, 1.415, 0.344], [-4.514, 0.677, 2.799], [-5.994, -0.012, 2.181], [-6.309, 2.466, 1.137], [-6.906, 2.000, 2.725], [-4.382, 2.759, 3.401], [-4.649, 3.838, 2.051], [-6.546, 4.873, 3.103], [-6.638, 3.566, 4.313], [-4.142, 4.370, 4.821], [-5.516, 5.067, 5.652], [-5.513, 7.015, 4.299], [-4.530, 6.271, 3.049], [-3.464, 6.862, 5.840], [-3.308, 7.949, 4.421], [-2.126, 6.232, 3.171], [-2.249, 5.095, 4.480], [-0.200, 7.074, 4.008], [-1.049, 7.569, 5.444], [0.781, 6.436, 6.105], [0.559, 5.142, 2.993], [-0.692, 4.098, 3.655], [0.308, 2.187, 3.045], [1.908, 2.700, 3.664], [2.111, -0.504, -1.297], [4.803, 5.706, 5.933], [5.065, 3.954, 5.783], [4.906, 4.712, 7.376], [3.905, -3.909, -2.497], [2.186, -4.403, -2.492], [1.412, -3.321, -1.825], [2.381, -5.719, -1.285], [4.002, -3.060, -3.171], [4.196, -3.613, -1.489], [4.508, -4.743, -2.861], [2.785, -5.303, -0.362], [3.047, -6.480, -1.692], [1.397, -6.146, -1.100], [5.401, -7.116, -6.815], [6.275, -6.294, -5.492], [5.274, -5.996, -4.425], [6.552, -4.759, -6.377], [5.096, -8.096, -6.451], [4.520, -6.528, -7.079], [6.070, -7.227, -7.670], [5.593, -4.340, -6.681], [7.180, -4.959, -7.245], [7.060, -4.073, -5.701], [6.769, -9.388, -11.331], [8.007, -8.491, -10.404], [7.287, -7.850, -9.265], [8.290, -7.201, -11.620], [6.422, -10.216, -10.715], [5.936, -8.720, -11.554], [7.207, -9.775, -12.251], [7.351, -6.690, -11.829], [8.698, -7.646, -12.527], [9.009, -6.501, -11.200], [1.930, -11.613, -11.102], [3.385, -10.655, -10.670], [4.463, -11.623, -10.335], [2.753, -10.017, -9.117], [2.141, -12.131, -12.034], [1.726, -12.336, -10.313], [1.083, -10.940, -11.238], [2.496, -10.850, -8.462], [1.880, -9.393, -9.309], [3.541, -9.418, -8.665], [-8.103, 7.673, 7.499], [-8.504, 8.217, 5.836], [-7.505, 7.587, 4.933], [-7.990, 9.923, 6.061], [-8.309, 6.606, 7.552], [-7.046, 7.857, 7.694], [-8.728, 8.206, 8.215], [-6.942, 9.949, 6.359], [-8.618, 10.395, 6.816], [-8.116, 10.432, 5.108]], "forces_ev_per_angstrom": [[-0.18, 0.13, 0.24], [-0.07, -0.13, -0.42], [0.29, -0.28, 0.32], [0.11, 0.37, -0.12], [0.16, -0.22, 0.05], [-0.34, -0.21, -0.43], [0.19, 0.21, 0.40], [0.07, 0.13, -0.24], [0.34, -0.38, 0.26], [0.03, 0.14, -0.32], [0.04, -0.10, 0.05], [-0.37, -0.20, -0.47], [0.43, -0.02, -0.10], [-0.61, -0.20, -0.12], [0.58, 0.56, 0.05], [-0.03, 0.05, 0.03], [-0.19, 0.14, -0.04], [-0.13, -0.02, 0.00], [0.00, -0.03, -0.16], [0.91, -0.06, 0.58], [-0.49, 0.18, -1.18], [-0.27, -0.51, 0.31], [0.14, 0.32, -0.44], [-0.15, 0.22, 0.07], [-0.14, 0.21, -0.24], [0.13, -0.19, 0.59], [0.32, -0.43, 0.88], [-0.05, -0.04, -0.98], [-0.06, 0.30, -0.33], [0.07, -0.50, 0.69], [0.05, 0.20, -0.23], [-0.07, 0.09, -0.34], [-0.13, 0.10, 0.19], [-0.17, -0.08, 0.15], [0.04, -0.05, -0.08], [-0.13, -0.10, 0.01], [0.03, -0.05, -0.04], [0.05, 0.04, 0.18], [-0.03, 0.01, 0.10], [-0.10, 0.09, -0.03], [-0.07, 0.27, -0.02], [-0.04, -0.10, -0.03], [-0.06, -0.18, 0.09], [-0.03, 0.14, -0.04], [-0.04, 0.06, -0.07], [0.05, 0.14, 0.04], [0.07, -0.06, 0.07], [-0.15, -0.05, -0.03], [-0.06, -0.01, -0.05], [-0.02, 0.01, 0.11], [0.11, -0.06, 0.00], [-0.23, -0.01, 0.12], [-0.20, 0.08, -0.11], [-0.03, -0.07, 0.16], [-0.03, 0.06, 0.02], [0.13, 0.00, -0.05], [0.03, 0.02, -0.03], [0.12, 0.16, 0.07], [0.11, 0.12, 0.32], [-0.08, -0.04, -0.02], [-0.14, 0.03, 0.11], [0.19, -0.04, 0.08], [0.05, 0.05, 0.03], [-0.07, -0.18, 0.40], [0.07, 0.08, 0.05], [-0.06, 0.21, -0.16], [0.08, -0.13, 0.32], [-0.04, -0.13, 0.08], [-0.06, -0.10, -0.05], [0.03, -0.04, -0.13], [0.05, 0.05, -0.06], [0.05, -0.10, 0.00], [0.13, -0.03, 0.10], [0.04, -0.11, -0.11], [0.05, 0.15, -0.02], [0.01, -0.06, 0.05], [-0.02, -0.01, -0.05], [-0.07, 0.01, 0.03], [-0.02, 0.12, -0.04], [-0.01, 0.04, -0.01], [0.00, 0.01, -0.02], [-0.01, 0.02, -0.01], [-0.07, -0.01, -0.15], [0.04, -0.05, 0.04], [-0.03, -0.02, -0.01], [0.03, 0.07, -0.06], [0.04, 0.00, 0.04], [0.00, 0.02, 0.06], [-0.05, -0.06, 0.06], [-0.02, -0.02, 0.02], [0.00, -0.01, 0.00], [0.00, -0.02, 0.02], [-0.06, -0.07, -0.06], [0.03, -0.06, 0.02], [0.02, 0.10, -0.02], [-0.01, 0.06, -0.05], [0.00, -0.01, -0.01], [0.02, 0.03, 0.02], [0.03, -0.01, 0.01], [-0.01, -0.02, 0.02], [0.01, 0.00, 0.00], [0.01, -0.01, 0.02], [-0.06, -0.06, 0.03], [-0.01, 0.13, -0.06], [0.02, -0.04, 0.02], [-0.04, 0.00, 0.07], [0.03, 0.01, -0.01], [0.03, 0.00, 0.01], [0.01, 0.01, -0.01], [0.02, -0.02, -0.01], [0.01, 0.01, -0.01], [0.03, 0.00, -0.02], [0.01, 0.01, 0.09], [-0.05, -0.04, -0.02], [-0.10, 0.06, 0.03], [0.03, 0.07, 0.05], [-0.01, -0.01, -0.03], [0.01, 0.00, -0.04], [-0.01, -0.01, 0.00], [0.00, -0.03, -0.01], [-0.01, 0.01, -0.01], [-0.01, -0.02, -0.02]]}

[2]
{"formula": "C33H68N4O10P", "method": "wB97M-V/def2-TZVPD", "lumo_ev": 1.73, "total_charge": -1, "homo_ev": -4.4, "largest_force_ha_per_bohr": 0.1643, "energy_ev": -71027.663, "orbital_gap_ha": 0.2270, "symbols": ["C", "C", "O", "N", "C", "C", "O", "P", "C", "C", "O", "C", "O", "C", "C", "C", "C", "C", "C", "C", "C", "H", "H", "H", "H", "H", "H", "H", "H", "H", "H", "H", "H", "H", "H", "H", "H", "H", "H", "H", "H", "H", "H", "H", "C", "O", "C", "C", "N", "C", "C", "O", "C", "H", "H", "H", "H", "H", "H", "H", "H", "H", "H", "H", "H", "H", "H", "H", "C", "O", "C", "C", "N", "C", "C", "O", "C", "H", "H", "H", "H", "H", "H", "H", "H", "H", "H", "H", "H", "H", "H", "H", "C", "O", "C", "C", "N", "C", "C", "O", "C", "H", "H", "H", "H", "H", "H", "H", "H", "H", "H", "H", "H", "H", "H", "H"], "positions_angstrom": [[7.020, -3.144, 8.051], [5.982, -2.149, 7.205], [4.839, -1.829, 7.815], [6.328, -1.573, 5.815], [7.590, -0.806, 6.030], [7.405, 0.824, 6.363], [8.850, -1.237, 6.046], [6.403, -2.861, 4.600], [7.139, -1.784, 3.223], [6.238, -0.555, 2.653], [5.766, 0.435, 3.622], [4.471, 0.951, 3.071], [4.377, 1.967, 2.210], [4.566, -2.568, 4.017], [3.519, -3.694, 4.635], [2.575, -3.091, 5.868], [2.403, -3.877, 7.334], [1.433, -3.170, 8.468], [0.605, -1.763, 8.269], [0.750, -1.002, 6.815], [1.721, -1.672, 5.645], [7.224, -2.776, 9.143], [8.005, -3.294, 7.407], [6.483, -4.209, 8.043], [8.103, 1.503, 5.713], [6.273, 1.109, 6.123], [7.554, 0.959, 7.526], [7.715, -3.346, 5.058], [5.831, -3.754, 5.603], [6.405, -3.995, 3.701], [8.250, -1.392, 3.419], [7.284, -2.516, 2.286], [5.330, -0.884, 1.951], [6.954, 0.049, 1.909], [3.483, 0.398, 3.437], [4.187, -1.512, 4.346], [4.529, -2.739, 2.835], [2.744, -3.923, 3.756], [4.017, -4.722, 4.889], [2.994, -4.878, 7.469], [1.332, -3.717, 9.522], [-0.079, -1.254, 9.089], [0.196, 0.028, 6.586], [1.756, -1.062, 4.619], [2.469, 1.632, -4.838], [3.279, 2.636, -4.237], [2.809, 3.071, -2.958], [3.697, 2.530, -1.825], [3.528, 1.082, -1.654], [4.570, 0.442, -0.842], [6.040, 0.594, -1.291], [6.370, -0.112, -2.488], [5.969, 0.536, -3.685], [2.748, 1.556, -5.892], [2.638, 0.659, -4.376], [1.406, 1.890, -4.784], [1.752, 2.821, -2.797], [2.888, 4.164, -2.958], [3.440, 3.035, -0.888], [4.731, 2.786, -2.076], [3.517, 0.636, -2.563], [4.334, -0.627, -0.829], [4.475, 0.797, 0.190], [6.660, 0.142, -0.507], [6.362, 1.637, -1.353], [6.059, 1.623, -3.623], [4.952, 0.241, -3.943], [6.616, 0.186, -4.495], [-0.979, 3.010, -4.408], [-1.110, 1.660, -4.838], [-1.636, 0.781, -3.840], [-3.089, 0.387, -4.154], [-4.004, 1.519, -3.972], [-5.331, 1.327, -4.570], [-5.413, 1.023, -6.082], [-5.058, 2.118, -6.928], [-3.661, 2.321, -7.075], [-0.344, 3.535, -5.125], [-1.946, 3.513, -4.387], [-0.506, 3.071, -3.422], [-1.541, 1.198, -2.828], [-1.023, -0.127, -3.876], [-3.394, -0.432, -3.495], [-3.107, 0.018, -5.184], [-3.592, 2.351, -4.377], [-5.886, 2.253, -4.386], [-5.851, 0.536, -4.019], [-6.465, 0.811, -6.307], [-4.866, 0.118, -6.365], [-3.101, 1.384, -7.094], [-3.298, 2.978, -6.285], [-3.491, 2.839, -8.023], [-11.293, 2.679, -2.005], [-11.245, 1.549, -1.141], [-12.017, 0.435, -1.598], [-11.111, -0.690, -2.127], [-10.471, -0.315, -3.393], [-9.348, -1.176, -3.782], [-8.166, -1.322, -2.798], [-7.370, -0.146, -2.648], [-7.925, 0.837, -1.788], [-10.902, 3.541, -1.459], [-10.668, 2.528, -2.886], [-12.320, 2.904, -2.312], [-12.771, 0.730, -2.342], [-12.555, 0.054, -0.723], [-11.708, -1.595, -2.280], [-10.370, -0.899, -1.350], [-10.132, 0.638, -3.328], [-8.954, -0.761, -4.716], [-9.737, -2.171, -4.021], [-7.493, -2.077, -3.220], [-8.470, -1.714, -1.822], [-8.458, 0.400, -0.941], [-8.574, 1.503, -2.357], [-7.107, 1.449, -1.397]], "forces_ev_per_angstrom": [[-0.23, -0.64, -1.74], [-4.37, 1.08, 3.07], [6.60, -1.66, -3.80], [2.25, 1.66, 4.19], [4.69, 0.44, 0.56], [-1.56, -0.79, -0.08], [-7.03, 1.84, -0.26], [-0.14, -3.30, -0.87], [0.99, 1.39, -2.05], [1.39, -0.04, -2.85], [-3.62, 0.85, -1.89], [0.67, 3.89, -3.15], [0.89, -6.31, 5.54], [-1.80, -0.15, -0.44], [-1.52, 0.84, -0.51], [-2.06, 1.13, 2.61], [-2.24, 4.55, -1.54], [0.28, 1.15, -2.28], [2.54, -1.28, -3.82], [2.26, -3.69, 0.62], [-0.69, -1.20, 3.20], [-0.53, -0.56, -2.28], [-1.99, 0.54, 1.55], [1.05, 2.45, 0.26], [-1.12, -1.54, 1.42], [2.55, -0.65, 0.52], [-0.01, -0.20, -2.41], [-0.08, 0.59, -0.19], [-0.11, -0.16, 0.49], [-0.12, -0.33, -0.33], [-2.47, -0.65, -0.13], [-0.51, 1.60, 1.97], [1.89, 0.30, 1.73], [-1.52, -1.14, 1.42], [2.34, 1.00, -0.59], [0.52, -1.94, -0.85], [0.02, 0.64, 2.47], [1.51, 0.42, 1.93], [-0.76, 2.11, -0.11], [-1.37, 2.24, 0.00], [0.25, 1.33, -2.57], [1.71, -1.47, -1.76], [1.36, -2.59, 0.60], [0.10, -1.71, 2.44], [0.16, 0.35, -0.08], [-0.53, -0.18, 0.03], [0.60, 0.11, 0.38], [-0.49, -0.34, -0.42], [0.15, 0.28, -0.09], [0.11, -0.04, -0.17], [-0.18, -0.48, 0.36], [-0.03, 0.44, 0.03], [0.25, -0.47, 0.07], [0.06, 0.08, 0.12], [-0.16, -0.17, 0.05], [0.11, -0.15, 0.03], [0.20, -0.18, -0.08], [-0.01, -0.08, 0.02], [0.02, -0.06, -0.02], [0.02, 0.21, 0.00], [0.01, 0.13, 0.10], [0.11, 0.04, 0.04], [0.11, 0.08, -0.19], [-0.11, 0.00, -0.13], [-0.11, 0.08, -0.17], [-0.13, 0.01, 0.06], [-0.14, 0.25, -0.14], [0.04, -0.01, 0.15], [0.13, -0.26, -0.24], [0.00, 0.35, 0.47], [-0.35, -0.51, -0.25], [0.29, 0.66, 0.19], [0.09, -0.21, -0.22], [0.22, -0.02, -0.20], [-0.39, 0.36, 0.29], [0.11, -0.43, 0.08], [-0.31, 0.30, -0.22], [-0.05, -0.13, 0.01], [-0.07, 0.15, 0.17], [-0.12, 0.01, -0.03], [-0.08, 0.11, -0.23], [-0.06, 0.08, 0.03], [0.01, 0.05, -0.01], [0.11, -0.17, -0.03], [0.02, -0.15, 0.06], [-0.07, -0.09, -0.07], [0.13, 0.09, -0.18], [0.09, 0.10, 0.02], [0.22, 0.06, 0.02], [0.01, 0.01, 0.15], [0.29, -0.10, 0.06], [-0.13, -0.09, 0.05], [0.04, -0.08, 0.40], [-0.36, 0.17, -0.47], [0.32, -0.51, 0.21], [-0.10, 0.67, -0.24], [0.05, -0.18, 0.27], [0.08, 0.34, 0.17], [0.16, -0.05, -0.51], [-0.52, -0.50, 0.28], [0.43, 0.18, -0.14], [-0.02, -0.17, 0.03], [-0.05, 0.07, -0.22], [0.07, -0.05, -0.05], [0.26, 0.06, 0.00], [0.04, 0.02, -0.09], [0.01, 0.04, -0.01], [-0.10, -0.07, 0.17], [-0.07, -0.13, 0.04], [0.05, -0.11, 0.06], [0.03, -0.01, 0.12], [-0.04, 0.14, 0.01], [-0.10, 0.17, 0.08], [-0.10, -0.01, -0.09], [-0.23, 0.08, 0.17], [0.01, -0.17, -0.08]]}